Here is the ion C4H11NS2 with charge -1 in a non-equilibrium geometry from the Open Molecules 2025 dataset. Energies are from wB97M-V/def2-TZVPD.

Geometry as XYZ:
```
18
Properties=species:S:1:pos:R:3:forces:R:3
N 3.1134 0.9563 -1.1615 0.289 0.638 -0.872
C 1.6906 1.1539 -1.4132 -0.078 -0.413 -1.079
C 1.0456 -0.2240 -1.4056 -0.562 0.101 0.545
S 0.8709 -0.8110 0.3181 2.579 -2.224 -0.941
S -0.8512 0.2912 1.0327 -1.919 1.814 0.865
C -2.2850 -0.4640 0.2220 -0.521 0.760 1.844
C -3.4165 -0.6536 1.2962 0.432 -1.000 -1.078
H 3.6300 1.8120 -1.0167 -0.127 0.011 0.168
H 3.2915 0.3133 -0.4134 -0.244 -0.184 0.491
H 1.5269 1.5848 -2.4244 0.435 -0.078 0.258
H 1.1662 1.8300 -0.7373 -0.003 -0.137 0.392
H 1.5841 -0.9375 -2.0349 0.274 0.141 0.246
H 0.0317 -0.2257 -1.7986 -0.222 0.415 -0.129
H -1.9708 -1.4188 -0.2090 -0.217 0.149 -0.277
H -2.6673 0.2867 -0.4625 0.132 -0.367 -0.657
H -3.3540 0.0411 2.1261 -0.052 0.336 -0.237
H -4.3730 -0.6183 0.7658 -0.243 0.192 0.313
H -3.3382 -1.6530 1.7221 0.048 -0.151 0.148
```
Positions in Å, forces in eV/Å.

The relative energy (zero: lowest compared OMol25 entry of this formula, charge and spin) comes out at 11.0 kcal per mole. The spin multiplicity is 2. As for the total charge: -1. The expectation value of S² is 0.75. For the molar mass, the calculation gives 137.273 g mol⁻¹. Its HOMO energy (alpha / beta) is 0.28 / -3.45 eV. As for the strongest force on any atom: 3.53 eV Å⁻¹. Its gap between HOMO and LUMO (alpha / beta) is 3.70 / 7.41 eV.


Here is an isolated molecule of C4H11NS2 in a non-equilibrium geometry from the Open Molecules 2025 dataset. Energies are from wB97M-V/def2-TZVPD.

Geometry as XYZ:
```
18
Properties=species:S:1:pos:R:3:forces:R:3
C -0.0547 -2.4219 -0.0005 -0.396 -0.950 0.967
C -0.7641 -1.1930 0.5762 0.771 -0.153 -1.144
N 0.1769 -0.2481 1.1474 -0.328 0.528 0.572
C 0.9886 0.5240 0.2306 1.205 -0.744 -0.716
C 0.3831 0.9444 -1.1123 -0.810 0.055 1.002
S -1.0660 2.0137 -0.9028 -0.390 0.056 0.043
S -0.3929 3.4758 0.4131 -0.043 -0.181 0.044
H -0.8059 -3.0419 -0.4929 0.063 -0.044 -0.151
H 0.7946 -2.3292 -0.6639 0.028 0.716 -0.324
H 0.3263 -3.0193 0.8355 -0.009 0.030 -0.040
H -1.3526 -0.7561 -0.2406 -0.249 0.127 0.237
H -1.4574 -1.5586 1.3272 -0.008 0.223 0.212
H -0.2640 0.3546 1.8277 -0.143 -0.013 -0.112
H 1.8599 -0.0947 -0.0364 -0.073 -0.042 -0.101
H 1.4682 1.3702 0.7226 -0.421 0.110 0.233
H -0.0551 0.0608 -1.5778 0.117 0.071 -0.300
H 1.0888 1.4080 -1.7715 0.541 0.134 -0.255
H -0.8735 4.5114 -0.2816 0.147 0.077 -0.165
```
Positions in Å, forces in eV/Å.

The relative energy (zero: lowest compared OMol25 entry of this formula, charge and spin) comes out at 15.6 kcal per mole. The spin multiplicity is 1. For the molar mass, the calculation gives 137.273 g mol⁻¹. Its HOMO energy is -8.46 eV. As for the SMILES: CCNCCSS. As for the strongest force on any atom: 1.59 eV Å⁻¹. Its gap between HOMO and LUMO is 8.98 eV.


Here is an isolated molecule of C4H11NS2 in a non-equilibrium geometry from the Open Molecules 2025 dataset. Energies are from wB97M-V/def2-TZVPD.

Geometry as XYZ:
```
18
Properties=species:S:1:pos:R:3:forces:R:3
C -1.5649 0.6582 -1.9064 -2.546 1.880 0.257
N -0.9415 -0.3014 -1.1159 3.259 -0.737 0.796
C 0.5872 -0.4708 -1.0790 -1.351 1.712 1.067
C 1.2450 -1.2418 -2.2178 0.029 -1.411 0.775
C 0.9067 -1.1669 0.2346 -3.959 0.373 1.133
S 0.4955 -0.2213 1.8192 1.522 -0.896 0.289
S -0.4573 1.5108 1.4155 -0.122 -0.096 -0.349
H -1.9114 1.5359 -1.1542 1.037 -1.042 -2.529
H -2.5038 0.2456 -2.3340 0.051 0.089 0.763
H -1.1035 0.8402 -2.8768 0.760 1.159 0.327
H -1.4488 -1.1352 -1.1511 -0.169 -1.779 0.106
H 1.0383 0.6092 -0.9857 -0.994 -1.841 -0.387
H 1.1304 -2.3524 -2.0472 0.244 0.969 0.105
H 2.3301 -1.0243 -2.2861 -0.724 -0.018 -0.234
H 0.6943 -1.1086 -3.1204 0.029 0.617 -0.989
H 0.2750 -2.0847 0.4812 0.818 0.927 -1.107
H 1.8892 -1.4204 0.2715 2.981 -0.667 0.271
H -1.4552 0.6999 1.0705 -0.864 0.762 -0.294
```
Positions in Å, forces in eV/Å.

The relative energy (zero: lowest compared OMol25 entry of this formula, charge and spin) comes out at 45.4 kcal per mole. The spin multiplicity is 1. For the molar mass, the calculation gives 137.273 g mol⁻¹. Its HOMO energy is -8.38 eV. As for the SMILES: CN[C@H](C)CSS. As for the strongest force on any atom: 4.13 eV Å⁻¹. Its gap between HOMO and LUMO is 9.16 eV.


Here is an isolated molecule of C4H11NS2 in a non-equilibrium geometry from the Open Molecules 2025 dataset. Energies are from wB97M-V/def2-TZVPD.

Geometry as XYZ:
```
18
Properties=species:S:1:pos:R:3:forces:R:3
C -0.9804 1.6595 -0.3258 0.246 -0.263 -0.824
N -0.5871 0.8703 0.8093 -0.115 1.361 0.357
C -0.4098 -0.5359 0.6824 0.537 -0.014 -1.859
C -1.5894 -1.2264 -0.0436 1.014 -0.496 1.267
C 0.8567 -0.8315 -0.1871 0.796 0.115 1.682
S 2.3262 -0.2809 0.7956 -0.052 -0.087 -0.282
S 3.6855 -0.1157 -0.7834 0.068 -0.185 0.214
H -0.6679 2.6985 -0.2665 0.136 0.090 0.429
H -0.4727 1.2845 -1.2213 -0.047 -0.002 0.016
H -2.0440 1.6701 -0.5703 -0.293 -0.145 0.133
H -0.7531 1.3367 1.6830 0.011 -0.623 0.194
H -0.1568 -0.9955 1.6314 -0.468 0.068 0.413
H -2.4732 -1.1175 0.5703 -0.515 0.336 -0.329
H -1.6303 -0.8288 -1.0478 -0.545 0.054 -0.158
H -1.3894 -2.2978 -0.0803 -0.004 -0.056 -0.257
H 0.9955 -0.3252 -1.1341 -0.626 -0.122 -0.273
H 0.9534 -1.9101 -0.2226 -0.018 -0.148 -0.655
H 4.3367 0.9457 -0.2891 -0.125 0.120 -0.068
```
Positions in Å, forces in eV/Å.

The relative energy (zero: lowest compared OMol25 entry of this formula, charge and spin) comes out at 23.4 kcal per mole. The spin multiplicity is 1. For the molar mass, the calculation gives 137.273 g mol⁻¹. Its HOMO energy is -8.07 eV. As for the SMILES: CN[C@@H](C)CSS. As for the strongest force on any atom: 1.94 eV Å⁻¹. Its gap between HOMO and LUMO is 8.70 eV.


Here is a structure of composition C4H11NiO3 in a non-equilibrium geometry from the Open Molecules 2025 dataset. Energies are from wB97M-V/def2-TZVPD.

Geometry as XYZ:
```
19
Properties=species:S:1:pos:R:3:forces:R:3
O 0.2311 1.8063 0.3266 -0.909 -0.420 -0.396
Ni -1.0545 0.6486 1.0958 0.765 0.552 0.245
H 2.5846 0.7367 1.0163 0.442 0.343 -2.056
C -0.0599 2.0703 -1.0318 -0.197 0.236 0.269
C -0.8071 0.9074 -1.6656 0.458 -0.030 -0.491
O -1.8386 0.5208 -0.7530 -0.292 0.189 -0.238
C -2.7384 -0.4480 -1.2642 -0.217 -0.340 -0.068
H 0.8283 2.2753 -1.6582 -0.008 -0.213 0.448
H -0.6935 2.9761 -1.1146 0.120 -0.233 0.081
H -0.1394 0.0433 -1.8236 -0.137 0.215 0.064
H -1.2580 1.1930 -2.6283 0.051 -0.057 0.208
H -3.4342 -0.7085 -0.4595 0.189 0.068 -0.218
H -3.2938 -0.0287 -2.1152 0.147 -0.080 0.207
H -2.1942 -1.3475 -1.5888 -0.131 0.191 0.079
O 2.8795 0.8568 0.0619 -0.678 -0.601 1.515
C 3.6699 2.0156 -0.0108 0.519 0.534 0.458
H 4.7076 1.7529 0.2369 0.020 0.275 -0.114
H 3.6576 2.4614 -1.0210 -0.192 -0.424 0.336
H 3.3364 2.7891 0.7044 0.048 -0.203 -0.330
```
Positions in Å, forces in eV/Å.

The spin multiplicity is 4. The expectation value of S² is 3.76. For the molar mass, the calculation gives 165.822 g mol⁻¹. Its HOMO energy (alpha / beta) is -6.50 / -9.22 eV. As for the strongest force on any atom: 2.13 eV Å⁻¹. Its gap between HOMO and LUMO (alpha / beta) is 7.34 / 9.06 eV.


Here is a cluster of 2 separate species, C4H11O3 in total in a non-equilibrium geometry from the Open Molecules 2025 dataset. Energies are from wB97M-V/def2-TZVPD.

Geometry as XYZ:
```
18
Properties=species:S:1:pos:R:3:forces:R:3
C 0.6010 -1.5606 -0.5061 0.426 -0.045 0.062
C 0.2669 -1.0349 0.8952 -0.271 0.560 -0.777
C 0.6557 0.4615 1.0890 0.215 -0.219 0.730
O -0.1941 1.3190 0.4859 -0.206 -0.030 -0.798
C -0.2682 -0.8691 -1.5893 0.451 -1.100 0.043
O 0.5224 -0.1262 -2.5199 -0.322 -0.333 -0.057
H 1.6461 -1.3794 -0.7956 -0.050 0.385 0.291
H 0.5949 -2.6586 -0.4889 -0.651 -0.015 -0.324
H 0.6388 -1.7003 1.6705 0.346 -0.004 0.202
H -0.8289 -1.0172 0.9782 0.046 -0.201 0.170
H 0.6934 0.5881 2.2138 0.202 0.162 -0.404
H 1.6962 0.5993 0.6929 0.005 -0.240 0.392
H -0.9507 -0.2231 -1.0497 -0.237 0.215 -0.231
H -0.7970 -1.6198 -2.1881 -0.079 0.144 0.069
H 0.6841 0.7006 -2.0739 0.151 0.668 0.330
H -0.9409 2.5960 0.8424 -0.059 0.536 0.649
H -2.3718 2.6374 1.1604 0.050 0.613 0.191
O -1.6475 3.2871 1.1831 -0.018 -1.095 -0.540
```
Positions in Å, forces in eV/Å.

The relative energy (zero: lowest compared OMol25 entry of this formula, charge and spin) comes out at 17.7 kcal per mole. The spin multiplicity is 1. As for the total charge: -1. For the molar mass, the calculation gives 107.129 g mol⁻¹. Its HOMO energy is -3.53 eV. As for the strongest force on any atom: 1.22 eV Å⁻¹. Its gap between HOMO and LUMO is 7.58 eV.


Here is a structure of composition C4H11O3Ru in a non-equilibrium geometry from the Open Molecules 2025 dataset. Energies are from wB97M-V/def2-TZVPD.

Geometry as XYZ:
```
19
Properties=species:S:1:pos:R:3:forces:R:3
O 0.7521 0.0422 1.3305 1.137 -0.080 1.628
C 0.5224 1.4538 1.2350 -0.130 1.571 0.292
C 0.5473 1.7966 -0.2357 0.869 1.002 0.432
O -0.2518 0.8264 -0.9163 -0.248 1.176 -0.407
C -0.4681 1.1112 -2.2968 -0.349 0.475 -1.684
Ru -0.1457 -0.9910 -0.1085 -0.631 -1.720 0.556
H 1.3108 2.0057 1.7617 -0.210 -0.167 -0.112
H -0.4540 1.6900 1.6756 0.213 -0.134 0.038
H 1.5707 1.7540 -0.6360 -0.251 0.014 -0.012
H 0.1335 2.8023 -0.3967 0.070 -0.291 0.017
H -1.1216 0.3309 -2.6972 0.095 0.186 0.080
H -0.9513 2.0926 -2.3978 0.098 -0.317 0.085
H 0.4890 1.1077 -2.8347 -0.190 0.007 0.199
O -0.3369 -2.5546 -0.9383 0.086 -1.083 -0.968
H 1.1332 -0.2787 2.1645 0.033 0.298 0.134
C -1.3498 -3.4395 -1.2715 -1.798 -1.921 -0.349
H -1.1295 -3.9891 -2.2061 0.263 0.419 0.309
H -1.4992 -4.2053 -0.4844 0.386 0.413 -0.231
H -2.3307 -2.9440 -1.4176 0.558 0.151 -0.008
```
Positions in Å, forces in eV/Å.

The spin multiplicity is 6. As for the total charge: +2. The expectation value of S² is 8.76. For the molar mass, the calculation gives 208.199 g mol⁻¹. Its HOMO energy (alpha / beta) is -18.39 / -19.58 eV. As for the strongest force on any atom: 2.65 eV Å⁻¹. Its gap between HOMO and LUMO (alpha / beta) is 10.74 / 7.83 eV.


Here is a structure of composition C4H11O3Yb in a non-equilibrium geometry from the Open Molecules 2025 dataset. Energies are from wB97M-V/def2-TZVPD.

Geometry as XYZ:
```
19
Properties=species:S:1:pos:R:3:forces:R:3
C 3.0926 0.8343 1.6627 4.314 -2.044 0.345
O 0.8383 1.4313 2.2593 -0.510 -2.207 1.221
H 4.0763 0.8283 2.1585 0.233 -0.752 -0.683
H 3.2079 0.5684 0.6030 -0.743 -0.179 0.601
H 2.9856 1.8979 1.8956 -2.285 -0.336 0.428
H 0.8821 2.3459 2.5383 -0.118 0.831 0.096
C 3.2385 -1.9419 2.2691 2.073 0.569 -0.783
C 2.4380 -3.0921 2.8350 -0.314 -1.208 -0.502
O 1.4781 -2.7099 3.8253 -0.164 1.286 -0.056
C 1.4203 -3.5248 4.9951 0.249 -0.888 0.729
H 3.3103 -2.0636 1.1765 0.357 -0.190 0.432
H 4.2268 -1.9249 2.7575 -0.140 -0.112 -0.571
H 3.1496 -3.7809 3.3086 -0.304 -0.080 -0.377
H 1.8595 -3.5714 2.0345 0.329 -0.208 0.262
H 0.6153 -3.1449 5.6317 0.118 -0.095 -0.071
H 1.2058 -4.5642 4.7182 -0.028 0.277 0.083
H 2.3861 -3.4714 5.5156 -0.306 -0.050 -0.029
Yb 0.8534 -0.5823 3.6702 -0.768 1.960 -0.832
O 2.6549 -0.6873 2.5269 -1.993 3.427 -0.293
```
Positions in Å, forces in eV/Å.

The relative energy (zero: lowest compared OMol25 entry of this formula, charge and spin) comes out at 8.8 kcal per mole. The spin multiplicity is 2. As for the total charge: +2. The expectation value of S² is 0.77. For the molar mass, the calculation gives 280.169 g mol⁻¹. Its HOMO energy (alpha / beta) is -18.73 / -17.02 eV. As for the strongest force on any atom: 4.79 eV Å⁻¹. Its gap between HOMO and LUMO (alpha / beta) is 9.82 / 5.75 eV.